(1)
DFT (the ωB97M-V functional and the def2-TZVPD basis) results for 2 unconnected molecules or ions with the total composition C3H6BrOP at a distorted geometry.

Bonds (Å) are listed after each position.
Atoms and positions in Å:
1 C 0.35667 -1.09046 0.91376  C2 1.535, H7 1.088, H8 1.092, H9 1.087
2 C -0.93284 -0.30609 0.63401  C1 1.535, C3 1.490, H10 1.093, H11 1.096
3 C -0.70119 1.06611 0.10184  C2 1.490, P5 1.793, H12 1.088
4 O -0.24051 0.19348 -2.43320  P5 1.449
5 P 0.26248 1.08772 -1.41033  C3 1.793, O4 1.449
6 Br 2.61344 2.21185 -3.07164  no bonds
7 H 0.12914 -2.04064 1.39175  C1 1.088
8 H 0.86463 -1.29774 -0.03048  C1 1.092
9 H 1.03029 -0.53316 1.56049  C1 1.087
10 H -1.53607 -0.87863 -0.07451  C2 1.093
11 H -1.48613 -0.19720 1.57401  C2 1.096
12 H -0.35993 1.78475 0.84429  C3 1.088

Computed properties:
- LUMO (spin up / spin down): -2.4 / -2.9 eV
- Total charge: 0
- E_HOMO (spin up / spin down): -9.5744 / -9.5602 eV
- Energy relative to the best compared isomer or geometry (same formula, charge and spin): 50.2 kcal per mole
- Kohn-Sham gap (spin up / spin down): 7.22 / 6.62 eV
- E: -3108.41124 Ha

(2)
DFT (the ωB97M-V functional and the def2-TZVPD basis) results for 2 unconnected molecules or ions with the total composition HI5Si2 at a distorted geometry.

Bonds (Å) are listed after each position.
Atoms and positions in Å:
1 Si 2.09325 -0.01369 0.28445  Si2 2.349, I3 2.506, I4 2.555, H8 1.601
2 Si 2.63593 0.52911 2.50486  Si1 2.349, I6 2.404, I7 2.450
3 I 4.07225 -1.01566 -0.88145  Si1 2.506
4 I 0.32073 -1.83498 0.55060  Si1 2.555
5 I 0.63180 4.05102 -0.05310  no bonds
6 I 1.20234 2.21851 3.43655  Si2 2.404
7 I 3.48198 -1.02222 4.20235  Si2 2.450
8 H 1.55375 1.15762 -0.66443  Si1 1.601

Computed properties:
- LUMO (spin up / spin down): -1.7 / -3.4 eV
- Total charge: 0
- E_HOMO (spin up / spin down): -9.7390 / -7.5960 eV
- Energy relative to the best compared isomer or geometry (same formula, charge and spin): 72.4 kcal per mole
- Kohn-Sham gap (spin up / spin down): 8.00 / 4.23 eV
- E: -2068.12396 Ha

(3)
DFT (the ωB97M-V functional and the def2-TZVPD basis) results for a single C15H23N3O4 molecule at a distorted geometry.

Bonds (Å) are listed after each position.
Atoms and positions in Å:
1 N -2.69144 -0.86352 -2.86284  C2 1.507, H23 0.954, H24 0.980
2 C -1.46318 -1.04671 -3.71609  N1 1.507, C3 1.556, H25 1.076, H26 1.128
3 C -0.19779 -1.39396 -2.88015  C2 1.556, C4 1.610, H27 1.150, H28 1.081
4 C -0.21945 -0.92536 -1.33969  C3 1.610, C5 1.650, H29 1.111, H30 1.092
5 C 1.08555 -1.17896 -0.36296  C4 1.650, C6 1.587, H31 1.071, H32 1.120
6 C 2.34940 -0.24521 -0.58399  C5 1.587, N7 1.383, C20 1.460, H33 1.103
7 N 1.98226 1.08817 -0.56928  C6 1.383, C8 1.368, H34 0.942
8 C 1.66572 2.01829 0.38283  N7 1.368, O9 1.261, C10 1.507
9 O 1.60696 3.26227 0.18731  C8 1.261
10 C 1.66185 1.66457 1.84759  C8 1.507, N11 1.470, C12 1.639, H35 1.097
11 N 2.47899 2.60497 2.62871  C10 1.470, H36 1.031, H37 0.983
12 C 0.12285 2.00673 2.29383  C10 1.639, C13 1.529, H38 1.122, H39 1.090
13 C -0.93567 0.90748 2.20013  C12 1.529, C14 1.417, C19 1.474
14 C -2.15039 1.15561 1.51449  C13 1.417, C15 1.298, H40 1.052
15 C -3.13756 0.31538 1.57508  C14 1.298, C16 1.392, H41 1.100
16 C -2.93994 -0.95407 2.11116  C15 1.392, O17 1.371, C18 1.324
17 O -4.01315 -1.80480 2.05505  C16 1.371, H42 0.984
18 C -1.78085 -1.36628 2.60018  C16 1.324, C19 1.351, H43 1.093
19 C -0.78000 -0.46552 2.71225  C13 1.474, C18 1.351, H44 1.067
20 C 3.03699 -0.73366 -1.77573  C6 1.460, O21 1.209, O22 1.350
21 O 3.31416 -1.85781 -2.12207  C20 1.209
22 O 3.20575 0.29838 -2.62882  C20 1.350, H45 0.936
23 H -2.37057 -0.21955 -2.23567  N1 0.954
24 H -3.07034 -1.69163 -2.50017  N1 0.980
25 H -1.54662 -1.90964 -4.35298  C2 1.076
26 H -1.31317 -0.14203 -4.37353  C2 1.128
27 H -0.10527 -2.53929 -2.92768  C3 1.150
28 H 0.63263 -1.00872 -3.45576  C3 1.081
29 H -1.17743 -1.31967 -0.93932  C4 1.111
30 H -0.33224 0.16084 -1.31246  C4 1.092
31 H 0.76403 -0.92498 0.62618  C5 1.071
32 H 1.46186 -2.22830 -0.25737  C5 1.120
33 H 3.00275 -0.63644 0.21354  C6 1.103
34 H 2.24421 1.55304 -1.34601  N7 0.942
35 H 1.79991 0.64527 2.22780  C10 1.097
36 H 2.41044 3.59910 2.36397  N11 1.031
37 H 3.42172 2.42105 2.41898  N11 0.983
38 H -0.06495 2.95284 1.72020  C12 1.122
39 H 0.31056 2.25364 3.33922  C12 1.090
40 H -2.31771 2.18228 1.35732  C14 1.052
41 H -4.23241 0.27698 1.47186  C15 1.100
42 H -3.58875 -2.66554 1.83719  O17 0.984
43 H -1.76176 -2.36099 3.05388  C18 1.093
44 H 0.06122 -0.86330 3.23341  C19 1.067
45 H 3.57085 -0.02092 -3.42961  O22 0.936

Computed properties:
- SMILES: NCCCC[C@H](NC(=O)[C@@H](N)Cc1ccc(O)cc1)C(=O)O
- LUMO: 0.5 eV
- Total charge: 0
- E_HOMO: -8.5029 eV
- Energy relative to the best compared isomer or geometry (same formula, charge and spin): 107.6 kcal per mole
- Kohn-Sham gap: 8.96 eV
- E: -1050.50988 Ha

(4)
DFT (the ωB97M-V functional and the def2-TZVPD basis) results for 11 unconnected molecules or ions with the total composition C39H67N5O28 at a distorted geometry.

Bonds (Å) are listed after each position.
Atoms and positions in Å:
1 O 16.93236 8.71794 15.68057  N2 1.200
2 N 17.07977 9.10722 16.80606  O1 1.200, O3 1.199, C4 1.456
3 O 18.12261 9.06311 17.39539  N2 1.199
4 C 15.98601 9.76827 17.50332  N2 1.456, C5 1.400, C9 1.385
5 C 16.11551 10.09787 18.85791  C4 1.400, C6 1.355, H10 1.105
6 C 15.17526 10.83579 19.49586  C5 1.355, C7 1.402, H11 1.092
7 C 14.08146 11.33876 18.77647  C6 1.402, C8 1.409, H12 1.076
8 C 13.91555 11.00546 17.41806  C7 1.409, C9 1.362, H13 1.097
9 C 14.85861 10.21470 16.83443  C4 1.385, C8 1.362, H14 1.095
10 H 17.02631 9.75820 19.38288  C5 1.105
11 H 15.40823 11.18309 20.50467  C6 1.092
12 H 13.34505 11.98129 19.22753  C7 1.076
13 H 13.05366 11.33255 16.82255  C8 1.097
14 H 14.70965 9.94623 15.78298  C9 1.095
15 O 17.62020 9.82798 26.52608  N16 1.222
16 N 16.71834 9.12746 26.09075  O15 1.222, O17 1.206, C18 1.481
17 O 15.81006 8.77367 26.80103  N16 1.206
18 C 16.74444 8.81452 24.64342  N16 1.481, C19 1.378, C23 1.400
19 C 15.58178 8.46280 23.99259  C18 1.378, C20 1.396, H24 1.081
20 C 15.56194 8.13570 22.63578  C19 1.396, C21 1.388, H25 1.084
21 C 16.75364 8.17222 21.92479  C20 1.388, C22 1.405, H26 1.080
22 C 17.91648 8.60080 22.58670  C21 1.405, C23 1.386, H27 1.085
23 C 17.93427 8.97248 23.92212  C18 1.400, C22 1.386, H28 1.089
24 H 14.71048 8.48307 24.63214  C19 1.081
25 H 14.57990 7.94442 22.21817  C20 1.084
26 H 16.80648 7.97767 20.86420  C21 1.080
27 H 18.81292 8.63840 21.97578  C22 1.085
28 H 18.89439 9.25323 24.35260  C23 1.089
29 C 11.57545 10.23158 13.93176  N30 1.464, H33 1.087, H34 1.068, H35 1.089
30 N 11.22707 11.64504 13.77830  C29 1.464, O31 1.204, O32 1.217
31 O 11.19755 12.14144 12.68200  N30 1.204
32 O 11.05492 12.29104 14.79484  N30 1.217
33 H 11.02275 9.88446 14.80126  C29 1.087
34 H 12.62420 10.18716 14.13123  C29 1.068
35 H 11.23963 9.73216 13.02398  C29 1.089
36 C 20.74649 6.29657 21.30153  N37 1.504, H40 1.085, H41 1.094, H42 1.095
37 N 20.15320 6.69540 19.97856  C36 1.504, O38 1.225, O39 1.201
38 O 18.96100 6.97616 19.98870  N37 1.225
39 O 20.84424 6.66442 18.99676  N37 1.201
40 H 19.90164 5.99290 21.91093  C36 1.085
41 H 21.25939 7.13362 21.78387  C36 1.094
42 H 21.47610 5.48932 21.17823  C36 1.095
43 C 8.78297 12.76284 17.25377  N44 1.481, H47 1.092, H48 1.086, H49 1.086
44 N 9.74655 12.85973 18.37368  C43 1.481, O45 1.186, O46 1.204
45 O 10.67129 12.11662 18.38606  N44 1.186
46 O 9.68546 13.84857 19.05850  N44 1.204
47 H 8.12585 11.92238 17.48446  C43 1.092
48 H 9.38216 12.48214 16.39228  C43 1.086
49 H 8.25768 13.71172 17.20619  C43 1.086
50 C 19.98646 11.68663 10.23020  C51 1.532, H57 1.101, H58 1.095, H59 1.074
51 C 20.51765 10.26289 10.42259  C50 1.532, O52 1.481, H60 1.087, H61 1.098
52 O 21.02228 10.14919 11.81081  C51 1.481, C53 1.285
53 C 20.15890 9.93428 12.73863  O52 1.285, O54 1.214, O55 1.357
54 O 18.95474 9.84058 12.61580  C53 1.214
55 O 20.81773 9.91679 13.92533  C53 1.357, C56 1.422
56 C 20.05635 9.64959 15.09567  O55 1.422, H62 1.080, H63 1.095, H64 1.082
57 H 19.44287 11.93670 11.15404  C50 1.101
58 H 19.29414 11.64457 9.38245  C50 1.095
59 H 20.80885 12.37112 10.13198  C50 1.074
60 H 21.36931 9.99332 9.80408  C51 1.087
61 H 19.74818 9.48123 10.37980  C51 1.098
62 H 20.66924 9.02597 15.72958  C56 1.080
63 H 19.12986 9.13958 14.81234  C56 1.095
64 H 19.95062 10.56848 15.65640  C56 1.082
65 C 14.32593 15.71708 15.75488  C66 1.495, H72 1.097, H73 1.097, H74 1.082
66 C 13.96886 14.38322 15.18268  C65 1.495, O67 1.466, H75 1.096, H76 1.087
67 O 14.78041 14.19316 13.97644  C66 1.466, C68 1.305
68 C 15.09599 12.95737 13.70240  O67 1.305, O69 1.252, O70 1.337
69 O 14.66176 11.96148 14.32464  C68 1.252
70 O 15.92182 12.86006 12.65492  C68 1.337, C71 1.436
71 C 16.43509 11.58843 12.23024  O70 1.436, H77 1.101, H78 1.091, H79 1.068
72 H 14.17038 16.54046 15.04663  C65 1.097
73 H 15.36233 15.82768 16.09654  C65 1.097
74 H 13.68010 15.95824 16.58881  C65 1.082
75 H 12.92199 14.37564 14.85834  C66 1.096
76 H 14.14219 13.56860 15.88080  C66 1.087
77 H 17.44290 11.53383 12.67134  C71 1.101
78 H 16.51270 11.56779 11.14224  C71 1.091
79 H 15.78658 10.79750 12.53757  C71 1.068
80 C 12.52996 12.08283 21.85530  C81 1.524, H87 1.062, H88 1.099, H89 1.090
81 C 12.44971 12.35521 23.35305  C80 1.524, O82 1.447, H90 1.072, H91 1.103
82 O 13.50524 11.73098 24.12128  C81 1.447, C83 1.313
83 C 14.70061 12.25552 23.97577  O82 1.313, O84 1.250, O85 1.347
84 O 15.05475 13.23367 23.28292  C83 1.250
85 O 15.60208 11.56629 24.70228  C83 1.347, C86 1.426
86 C 16.93700 12.04350 24.55272  O85 1.426, H92 1.073, H93 1.095, H94 1.065
87 H 13.52062 12.01254 21.47925  C80 1.062
88 H 12.05624 12.88516 21.27207  C80 1.099
89 H 12.04189 11.12937 21.65094  C80 1.090
90 H 11.49720 11.95805 23.64241  C81 1.072
91 H 12.50515 13.43764 23.55821  C81 1.103
92 H 16.97873 13.09638 24.75503  C86 1.073
93 H 17.32807 11.84865 23.54905  C86 1.095
94 H 17.54754 11.49102 25.22786  C86 1.065
95 C 11.12647 7.52093 11.17683  C96 1.568, H102 1.110, H103 1.087, H104 1.082
96 C 12.38597 8.07260 10.42355  C95 1.568, O97 1.397, H105 1.045, H106 1.104
97 O 13.53331 7.38227 10.82149  C96 1.397, C98 1.317
98 C 14.13464 7.75585 11.93214  O97 1.317, O99 1.225, O100 1.305
99 O 13.71316 8.63385 12.67467  C98 1.225
100 O 15.21916 7.05427 12.11964  C98 1.305, C101 1.409
101 C 15.87962 7.14182 13.36121  O100 1.409, H107 1.046, H108 1.094, H109 1.097
102 H 11.42625 7.19179 12.19330  C95 1.110
103 H 10.72573 6.69529 10.59376  C95 1.087
104 H 10.36615 8.27079 11.35249  C95 1.082
105 H 12.33759 9.11041 10.53978  C96 1.045
106 H 12.27687 7.88214 9.34124  C96 1.104
107 H 16.36616 6.21692 13.40666  C101 1.046
108 H 15.17386 7.34641 14.17151  C101 1.094
109 H 16.61324 7.94947 13.47243  C101 1.097
110 C 18.66322 12.84654 18.01236  C111 1.511, H117 1.087, H118 1.111, H119 1.088
111 C 18.52904 13.81900 16.86414  C110 1.511, O112 1.460, H120 1.099, H121 1.094
112 O 18.66830 15.17552 17.38543  C111 1.460, C113 1.362
113 C 19.12839 16.02643 16.42692  O112 1.362, O114 1.218, O115 1.370
114 O 19.10520 15.78035 15.23444  C113 1.218
115 O 19.58746 17.18985 16.98627  C113 1.370, C116 1.434
116 C 19.42565 17.24903 18.41011  O115 1.434, H122 1.088, H123 1.085, H124 1.077
117 H 17.94163 13.04600 18.80036  C110 1.087
118 H 19.65979 12.77244 18.49882  C110 1.111
119 H 18.52106 11.83655 17.63296  C110 1.088
120 H 17.54501 13.72609 16.38305  C111 1.099
121 H 19.30855 13.57266 16.13648  C111 1.094
122 H 19.80110 16.35698 18.90681  C116 1.088
123 H 18.39568 17.53698 18.59557  C116 1.085
124 H 20.03335 18.08797 18.70556  C116 1.077
125 C 22.26541 10.55733 18.51166  C126 1.540, H132 1.092, H133 1.047, H134 1.104
126 C 21.03283 9.72279 18.90476  C125 1.540, O127 1.449, H135 1.057, H136 1.090
127 O 21.10421 9.18524 20.24884  C126 1.449, C128 1.316
128 C 20.74076 9.96369 21.24544  O127 1.316, O129 1.208, O130 1.354
129 O 20.97036 9.59050 22.37088  C128 1.208
130 O 20.11015 11.11236 20.90309  C128 1.354, C131 1.404
131 C 19.92440 12.02720 21.95130  O130 1.404, H137 1.100, H138 1.105, H139 1.081
132 H 23.08595 9.92847 18.15880  C125 1.092
133 H 22.60711 11.07946 19.35288  C125 1.047
134 H 22.11853 11.20484 17.62930  C125 1.104
135 H 20.96308 8.86646 18.28894  C126 1.057
136 H 20.09233 10.26521 18.81339  C126 1.090
137 H 19.43965 12.89627 21.48291  C131 1.100
138 H 20.92341 12.21295 22.38622  C131 1.105
139 H 19.24371 11.57388 22.65825  C131 1.081

Computed properties:
- SMILES: O=[N+]([O-])c1ccccc1.O=[N+]([O-])c1ccccc1.C[N+](=O)[O-].C[N+](=O)[O-].C[N+](=O)[O-].CCOC(=O)OC.CCOC(=O)OC.CCOC(=O)OC.CCOC(=O)OC.CCOC(=O)OC.CCOC(=O)OC
- LUMO: -0.5 eV
- Total charge: 0
- E_HOMO: -9.9214 eV
- Kohn-Sham gap: 9.43 eV
- E: -3906.30430 Ha

(5)
DFT (the ωB97M-V functional and the def2-TZVPD basis) results for a single C5H7NO2 molecule at a distorted geometry.

Bonds (Å) are listed after each position.
Atoms and positions in Å:
1 C -1.69227 1.87986 -0.00620  C2 1.157, H9 0.998
2 C -1.68938 0.72534 0.07145  C1 1.157, C3 1.532
3 C -1.75387 -0.80222 0.16744  C2 1.532, N4 1.441, H10 1.262, H11 1.041
4 N -0.54783 -1.52703 -0.14246  C3 1.441, C5 1.413, H12 1.192
5 C 0.45118 -0.81138 -0.83935  N4 1.413, C6 1.499, H13 1.089, H14 1.171
6 C 1.37393 0.08466 -0.06951  C5 1.499, O7 1.216, O8 1.296
7 O 1.98481 0.99268 -0.59942  C6 1.216
8 O 1.44100 -0.18318 1.19714  C6 1.296, H15 0.993
9 H -1.69845 2.86236 0.16866  C1 0.998
10 H -2.80921 -1.13572 -0.43989  C3 1.262
11 H -2.16821 -1.00593 1.10075  C3 1.041
12 H -0.00010 -1.77987 0.88513  N4 1.192
13 H 1.03419 -1.57963 -1.34520  C5 1.089
14 H -0.09124 -0.14894 -1.63782  C5 1.171
15 H 2.02382 0.54340 1.54098  O8 0.993

Computed properties:
- SMILES: C#CCNCC(=O)O
- LUMO: 0.6 eV
- Total charge: 0
- E_HOMO: -9.2888 eV
- Energy relative to the best compared isomer or geometry (same formula, charge and spin): 81.3 kcal per mole
- Kohn-Sham gap: 9.91 eV
- E: -399.83603 Ha

Question: Which formula does entry 4 have?
Answer: C39H67N5O28

Question: Number 2 is which compound?
Answer: HI5Si2